Entry 1:
Density functional theory data (ωB97M-V with the def2-TZVPD basis set) for C3H5N3O in the gas phase.

Output
Largest force on an atom ... 0.11684 Eh/bohr
E_LUMO ... 0.774 eV
Highest occupied orbital energy ... -8.5 eV
Molar mass ... 99.09 g mol⁻¹
Structure (SMILES) ... Nc1c[nH]c(O)n1
E ... -356.733621 Ha

The geometry in XYZ format:
```
12
Properties=species:S:1:pos:R:3:forces:R:3:nbo_charge:R:1
N 2.12848 0.97568 -0.40904 0.08 -2.21 1.55 -0.789
C 0.85765 -0.25193 -0.04796 3.16 5.04 -0.83 0.285
C 0.23154 -1.44071 -0.00808 0.80 -1.08 -0.08 -0.190
N -1.12236 -1.11950 0.05654 -0.20 -0.48 -0.02 -0.548
C -1.19369 0.21473 0.03636 -0.22 -0.16 0.21 0.630
O -2.37841 0.81950 0.09564 -0.36 0.38 -0.05 -0.660
N -0.03219 0.76767 -0.01975 -2.27 0.48 0.35 -0.569
H 3.12350 0.85970 -0.14809 -0.26 -1.36 -0.47 0.336
H 1.92095 1.61406 0.38050 -0.79 -0.48 -0.70 0.354
H 0.56959 -2.45924 -0.02235 0.06 0.00 -0.01 0.226
H -1.90816 -1.74517 0.07862 0.11 -0.10 0.01 0.422
H -2.19690 1.76522 0.00760 -0.10 -0.03 0.03 0.503
```
Positions in Å, forces in eV/Å.


Entry 2:
Density functional theory data (ωB97M-V with the def2-TZVPD basis set) for C3H5N3O in the gas phase.

Output
Largest force on an atom ... 0.10331 Eh/bohr
E_LUMO ... 0.383 eV
Highest occupied orbital energy ... -8.4 eV
Molar mass ... 99.09 g mol⁻¹
E ... -356.604867 Ha

The geometry in XYZ format:
```
12
Properties=species:S:1:pos:R:3:forces:R:3:nbo_charge:R:1
C 1.53338 1.08430 -0.67013 -4.39 1.92 1.69 -0.094
C -0.79407 0.95252 0.10812 4.19 3.03 -1.23 0.518
C -1.01976 -1.34639 0.23074 -1.58 -1.11 3.21 -0.247
N 1.47628 2.32418 -0.56302 -0.57 -0.32 -0.27 -0.227
N -0.86746 2.20142 0.15738 0.93 -0.84 -0.51 -0.358
N 0.31401 2.92308 -0.30618 -1.71 -1.07 0.35 -0.284
O -1.57528 -0.00152 0.40611 -0.06 -1.79 -0.29 -0.492
H 2.40364 0.59327 -0.85537 2.12 -1.76 -0.53 0.182
H -1.66628 -1.85881 -0.44845 -0.56 -0.24 -0.40 0.194
H -1.18355 -1.82550 1.31098 0.72 0.81 -2.46 0.198
H -0.01225 -1.46180 -0.13985 0.35 0.87 0.25 0.216
H 0.20898 3.89374 -0.14067 0.56 0.51 0.19 0.394
```
Positions in Å, forces in eV/Å.